The following is a DFT calculation (ωB97M-V/def2-TZVPD) of C6H12Br6 as an isolated structure.

Geometry as ORCA input:
```
! RIJCOSX wB97M-V def2-TZVPD def2/J DEFGRID3
* xyz 1 2
Br 4.336 4.285 1.397
C 3.166 2.952 2.155
C 2.903 1.898 1.163
Br 1.568 0.655 2.027
H 2.309 3.394 2.662
H 3.822 2.427 2.849
H 3.857 1.412 0.960
H 2.605 2.334 0.209
Br 2.216 -2.465 -2.256
C 1.503 -1.248 -0.877
C 0.411 -0.460 -1.610
Br -0.385 0.812 -0.405
H 2.283 -0.502 -0.724
H 1.008 -1.851 -0.115
H -0.344 -1.184 -1.919
H 0.698 0.086 -2.508
Br -5.415 0.340 -0.153
C -4.718 -1.553 -0.166
C -3.234 -1.589 -0.584
Br -2.556 -3.404 -0.938
H -5.385 -2.085 -0.843
H -4.975 -2.033 0.778
H -2.641 -1.331 0.294
H -3.031 -0.889 -1.394
*
```

For the largest force on an atom, the calculation gives 2.2 eV/A. As for the expectation value of S²: 0.755. The calculation puts the molar mass at 563.586 g/mol. The calculated total energy comes out at -15679.5251 Ha. The highest occupied orbital energy (spin up / spin down) comes out at -12.79 / -12.79 eV. The value obtained for the gap between HOMO and LUMO (spin up / spin down) is 9.03 / 3.81 eV. The value obtained for the relative energy (zero: lowest compared OMol25 entry of this formula, charge and spin) is 0.0 kcal per mole.

Atom charges from the Löwdin analysis, given in e for atoms 1 to 5:
1 Br 0.734
2 C -0.753
3 C -0.597
4 Br 0.841
5 H 0.071

The following is a DFT calculation (ωB97M-V/def2-TZVPD) of C6H12BrCoN2 as an isolated structure.

Geometry as ORCA input:
```
! RIJCOSX wB97M-V def2-TZVPD def2/J DEFGRID3
* xyz -1 4
C -2.838 -2.088 -2.109
Co -0.421 0.063 -0.600
N 0.519 0.233 -2.466
H -1.808 0.502 -1.144
H -2.915 -1.863 -1.053
H -3.521 -2.933 -2.342
H -1.716 -2.314 -2.115
H -2.971 -1.128 -2.677
H 1.535 -0.009 -2.491
H 0.523 1.269 -2.482
H 0.145 -0.058 -3.397
Br 2.996 -1.361 3.497
C 1.911 -0.180 2.607
C 1.881 1.195 2.874
C 1.041 2.095 2.198
C 0.212 1.645 1.192
N 0.308 0.292 0.963
C 1.067 -0.653 1.591
H 2.585 1.590 3.606
H 1.015 3.170 2.401
H -0.508 2.233 0.606
H 0.961 -1.702 1.340
*
```

For the largest force on an atom, the calculation gives 4.1 eV/A. As for the expectation value of S²: 3.798. The calculation puts the molar mass at 251.013 g/mol. The calculated total energy comes out at -4301.9726 Ha. The highest occupied orbital energy (spin up / spin down) comes out at -0.63 / -1.89 eV. The value obtained for the gap between HOMO and LUMO (spin up / spin down) is 3.75 / 4.99 eV. The value obtained for the relative energy (zero: lowest compared OMol25 entry of this formula, charge and spin) is 0.0 kcal per mole.

Atom charges from the Löwdin analysis, given in e for atoms 1 to 5:
1 C -0.137
2 Co 0.147
3 N -0.081
4 H -0.113
5 H -0.037

The following is a DFT calculation (ωB97M-V/def2-TZVPD) of an isolated ion of composition C6H12BrNO2PS2 and charge +1.

Geometry as ORCA input:
```
! RIJCOSX wB97M-V def2-TZVPD def2/J DEFGRID3
* xyz 1 1
C -2.402 -1.444 -0.762
C -2.099 -0.154 -0.002
Br -3.685 0.973 0.044
C -0.936 0.677 -0.595
N 0.229 0.747 0.291
C 1.308 0.022 0.287
P 1.675 -1.486 -0.709
O 1.422 -1.141 -2.236
O 3.254 -1.401 -0.615
S 0.800 -2.987 0.059
S 2.513 0.516 1.399
C 1.644 2.094 1.669
C 0.205 1.729 1.393
H -3.208 -1.289 -1.475
H -1.531 -1.786 -1.319
H -2.683 -2.242 -0.080
H -1.874 -0.381 1.038
H -1.263 1.702 -0.737
H -0.653 0.307 -1.577
H 0.490 -1.181 -2.508
H 3.646 -2.282 -0.762
H 2.061 2.837 0.993
H 1.748 2.422 2.699
H -0.176 1.198 2.273
H -0.486 2.549 1.229
*
```

For the largest force on an atom, the calculation gives 0.9 eV/A. The calculation puts the molar mass at 305.179 g/mol. The calculated total energy comes out at -4152.6349 Ha. The highest occupied orbital energy comes out at -13.34 eV. The value obtained for the gap between HOMO and LUMO is 8.72 eV.

Atom charges from the Löwdin analysis, given in e for atoms 1 to 5:
1 C -0.145
2 C -0.711
3 Br 0.753
4 C -0.172
5 N -0.115

The following is a DFT calculation (ωB97M-V/def2-TZVPD) of a 2-piece molecular cluster, C6H12BrNO3 overall.

Geometry as ORCA input:
```
! RIJCOSX wB97M-V def2-TZVPD def2/J DEFGRID3
* xyz 0 1
C 1.118 -2.127 -0.123
C -1.301 -1.494 -0.312
C 1.084 2.298 0.877
C 0.097 -1.043 0.201
C -0.156 1.511 0.393
C 0.303 0.303 -0.369
N 0.664 0.489 -1.705
O 0.732 -0.481 -2.443
O 0.852 1.644 -2.086
O -1.034 2.326 -0.323
Br 3.942 -0.041 0.177
H 2.093 -1.840 0.260
H 1.203 -2.293 -1.192
H 0.817 -3.054 0.359
H -1.627 -2.335 0.285
H -1.214 -1.798 -1.349
H -2.037 -0.701 -0.229
H 1.624 2.684 0.013
H 0.743 3.131 1.484
H 1.742 1.663 1.461
H 0.032 -0.928 1.290
H -0.721 1.178 1.271
H -0.574 2.666 -1.109
*
```

For the largest force on an atom, the calculation gives 1.0 eV/A. The calculation puts the molar mass at 226.070 g/mol. The calculated total energy comes out at -3090.1229 Ha. The highest occupied orbital energy (spin up / spin down) comes out at -10.66 / -9.21 eV. The value obtained for the gap between HOMO and LUMO (spin up / spin down) is 8.85 / 5.38 eV. The value obtained for the relative energy (zero: lowest compared OMol25 entry of this formula, charge and spin) is 25.5 kcal per mole.

Atom charges from the Löwdin analysis, given in e for atoms 1 to 5:
1 C -0.075
2 C -0.026
3 C -0.036
4 C -0.347
5 C -0.384

The following is a DFT calculation (ωB97M-V/def2-TZVPD) of a 2-piece molecular cluster, C6H12BrNO4 overall.

Geometry as ORCA input:
```
! RIJCOSX wB97M-V def2-TZVPD def2/J DEFGRID3
* xyz 0 1
C -0.998 -2.676 0.977
C -2.153 1.665 -1.468
C 0.315 -1.876 0.977
C -1.074 1.579 -0.374
C 2.276 0.779 -0.333
C 0.494 -0.269 -0.747
N 2.098 1.105 1.077
O 1.415 2.079 1.366
O 2.599 0.319 1.860
O 0.648 -1.545 -0.411
O -0.423 0.297 -0.046
Br 3.551 -0.583 -0.679
H -1.886 -1.909 1.241
H -1.052 -3.058 -0.101
H -0.847 -3.410 1.774
H -1.680 1.618 -2.424
H -2.795 0.872 -1.263
H -2.796 2.511 -1.346
H 1.271 -2.448 1.301
H 0.300 -1.000 1.497
H -1.417 1.795 0.705
H -0.505 2.444 -0.657
H 2.206 1.718 -1.029
H 0.453 -0.008 -1.896
*
```

For the largest force on an atom, the calculation gives 3.8 eV/A. The calculation puts the molar mass at 242.069 g/mol. The calculated total energy comes out at -3165.3130 Ha. The highest occupied orbital energy comes out at -8.69 eV. The value obtained for the gap between HOMO and LUMO is 9.02 eV. The value obtained for the relative energy (zero: lowest compared OMol25 entry of this formula, charge and spin) is 36.5 kcal per mole.

Atom charges from the Löwdin analysis, given in e for atoms 1 to 5:
1 C -0.055
2 C -0.053
3 C -0.212
4 C -0.176
5 C -0.554

The following is a DFT calculation (ωB97M-V/def2-TZVPD) of one molecule with the formula C6H12Cl2N2.

Geometry as ORCA input:
```
! RIJCOSX wB97M-V def2-TZVPD def2/J DEFGRID3
* xyz 0 1
C -1.883 0.241 -1.008
N -0.506 0.354 -0.517
C -0.219 1.531 0.331
C 0.043 1.000 1.748
N 1.107 -0.027 1.738
C 1.427 -0.559 0.502
Cl 2.612 0.627 -0.547
C 0.171 -0.835 -0.373
C 0.522 -1.564 -1.673
Cl -0.841 -1.957 0.827
H -2.012 0.989 -1.778
H -2.100 -0.822 -1.347
H -2.476 0.672 -0.137
H -1.158 2.086 0.325
H 0.654 2.146 0.048
H 0.246 1.891 2.435
H -0.827 0.467 2.093
H 1.791 0.246 2.452
H 2.105 -1.364 0.730
H 1.205 -2.266 -1.335
H 0.568 -0.785 -2.490
H -0.429 -2.071 -2.025
*
```

For the largest force on an atom, the calculation gives 4.8 eV/A. The calculation puts the molar mass at 183.082 g/mol. The calculated total energy comes out at -1265.6668 Ha. The highest occupied orbital energy comes out at -8.66 eV. Its SMILES is CN1CCN[C@H](Cl)[C@@]1(C)Cl. The value obtained for the gap between HOMO and LUMO is 9.44 eV. The value obtained for the relative energy (zero: lowest compared OMol25 entry of this formula, charge and spin) is 0.0 kcal per mole.

Atom charges from the Löwdin analysis, given in e for atoms 1 to 5:
1 C -0.071
2 N -0.243
3 C -0.172
4 C -0.194
5 N -0.086

The following is a DFT calculation (ωB97M-V/def2-TZVPD) of C6H12ClMgO4 as an isolated structure.

Geometry as ORCA input:
```
! RIJCOSX wB97M-V def2-TZVPD def2/J DEFGRID3
* xyz 1 1
Mg -3.159 0.391 -3.622
Cl -1.726 0.857 -2.034
C -1.040 -1.540 0.297
O -0.275 -2.208 1.262
C -0.667 -2.106 2.527
O -1.633 -1.509 2.913
O 0.151 -2.809 3.272
C -0.135 -2.889 4.668
H -0.553 -1.631 -0.676
H -1.148 -0.478 0.516
H -2.013 -2.009 0.125
H 0.753 -3.249 5.187
H -0.915 -3.645 4.748
H -0.363 -1.973 5.211
C 0.596 3.621 -2.381
C 1.479 2.506 -2.976
O 1.888 2.588 -4.106
C 1.864 1.321 -2.118
H -0.394 3.294 -2.060
H 0.291 4.206 -3.256
H 1.145 4.275 -1.711
H 2.852 1.513 -1.703
H 1.875 0.415 -2.728
H 1.128 1.059 -1.356
*
```

For the largest force on an atom, the calculation gives 1.9 eV/A. The calculation puts the molar mass at 207.916 g/mol. The calculated total energy comes out at -1196.7807 Ha. The highest occupied orbital energy comes out at -12.01 eV. The value obtained for the gap between HOMO and LUMO is 3.73 eV. The value obtained for the relative energy (zero: lowest compared OMol25 entry of this formula, charge and spin) is 119.4 kcal per mole.

Atom charges from the Löwdin analysis, given in e for atoms 1 to 5:
1 Mg 1.108
2 Cl 0.045
3 C -0.109
4 O 0.018
5 C -0.638

The following is a DFT calculation (ωB97M-V/def2-TZVPD) of an isolated ion of composition C6H12ClN2 and charge +1.

Geometry as ORCA input:
```
! RIJCOSX wB97M-V def2-TZVPD def2/J DEFGRID3
* xyz 1 1
C 1.397 -1.009 -2.804
C -0.779 1.362 1.696
C -1.101 0.527 -0.760
C -0.856 -1.192 1.155
C 1.114 0.131 0.251
C -0.484 0.302 0.593
N 1.473 -0.699 -0.740
N 1.806 -0.207 -1.865
Cl 1.566 -2.603 -2.921
H -0.115 2.208 1.488
H -1.798 1.614 1.515
H -0.649 0.946 2.660
H -2.087 0.158 -0.603
H -1.091 1.591 -1.246
H -0.493 -0.175 -1.432
H -0.273 -1.581 1.952
H -0.725 -1.795 0.248
H -2.024 -1.088 1.479
H 1.527 -0.371 1.152
H 1.611 1.158 0.279
H 1.981 0.724 -2.099
*
```

For the largest force on an atom, the calculation gives 5.4 eV/A. The calculation puts the molar mass at 147.629 g/mol. The calculated total energy comes out at -805.0138 Ha. The highest occupied orbital energy (spin up / spin down) comes out at -13.63 / -14.36 eV. The value obtained for the gap between HOMO and LUMO (spin up / spin down) is 6.97 / 7.88 eV. The value obtained for the relative energy (zero: lowest compared OMol25 entry of this formula, charge and spin) is 165.8 kcal per mole.

Atom charges from the Löwdin analysis, given in e for atoms 1 to 5:
1 C -0.445
2 C -0.015
3 C -0.052
4 C -0.026
5 C -0.183

The following is a DFT calculation (ωB97M-V/def2-TZVPD) of an isolated ion of composition C6H12ClN2O5S and charge -1.

Geometry as ORCA input:
```
! RIJCOSX wB97M-V def2-TZVPD def2/J DEFGRID3
* xyz -1 1
N -2.443 2.060 -2.681
N -1.302 1.838 -1.841
C -1.125 0.471 -1.391
Cl 0.561 0.000 -1.912
C -1.334 0.292 0.123
C -0.129 0.555 1.074
C 0.234 -0.702 1.913
C 1.726 -0.881 2.269
S 2.808 -1.114 0.881
O 2.262 -2.089 0.005
O 3.179 0.119 0.276
O 4.140 -1.752 1.550
C -2.113 -0.568 -2.090
O -3.322 -0.537 -1.760
O -1.622 -1.376 -2.876
H -2.580 3.059 -2.781
H -2.236 1.739 -3.621
H -1.317 2.477 -1.061
H -1.622 -0.750 0.262
H -2.209 0.871 0.413
H 0.739 1.012 0.604
H -0.485 1.280 1.816
H -0.287 -0.625 2.869
H -0.106 -1.620 1.433
H 1.806 -1.798 2.856
H 2.056 -0.037 2.874
H 4.721 -1.924 0.796
*
```

For the largest force on an atom, the calculation gives 1.6 eV/A. The calculation puts the molar mass at 259.691 g/mol. The calculated total energy comes out at -1579.9137 Ha. The highest occupied orbital energy comes out at -3.85 eV. Its SMILES is NN[C@@](Cl)(CCCCS(=O)(=O)O)C(=O)[O-]. The value obtained for the gap between HOMO and LUMO is 6.26 eV.

Atom charges from the Löwdin analysis, given in e for atoms 1 to 5:
1 N -0.001
2 N -0.130
3 C -0.692
4 Cl 0.664
5 C -0.170

The following is a DFT calculation (ωB97M-V/def2-TZVPD) of an isolated ion of composition C6H12ClN4O and charge +1.

Geometry as ORCA input:
```
! RIJCOSX wB97M-V def2-TZVPD def2/J DEFGRID3
* xyz 1 1
C -1.525 0.327 1.398
C -2.435 0.187 0.127
C -1.738 -0.420 -1.134
C -0.841 -1.670 -0.866
O 0.438 -1.516 -1.609
C 1.187 -0.685 -0.896
N 1.278 0.635 -1.109
C 2.126 1.056 -0.104
N 2.409 2.347 0.006
Cl 3.419 2.858 1.267
N 2.526 0.016 0.625
N 1.944 -1.109 0.145
H -1.424 1.361 1.776
H -0.511 -0.110 1.287
H -2.010 -0.259 2.212
H -3.390 -0.323 0.371
H -2.736 1.221 -0.156
H -1.207 0.355 -1.725
H -2.556 -0.767 -1.806
H -0.661 -1.890 0.203
H -1.350 -2.563 -1.282
H 1.977 2.991 -0.653
H 3.158 0.031 1.417
H 2.048 -2.063 0.472
*
```

For the largest force on an atom, the calculation gives 2.8 eV/A. The calculation puts the molar mass at 191.642 g/mol. The calculated total energy comes out at -989.9647 Ha. The highest occupied orbital energy comes out at -13.93 eV. Its SMILES is CCCCOc1nc(NCl)[nH][nH+]1. The value obtained for the gap between HOMO and LUMO is 10.72 eV. The value obtained for the relative energy (zero: lowest compared OMol25 entry of this formula, charge and spin) is 0.0 kcal per mole.

Atom charges from the Löwdin analysis, given in e for atoms 1 to 5:
1 C -0.103
2 C -0.222
3 C -0.166
4 C -0.114
5 O 0.029

The following is a DFT calculation (ωB97M-V/def2-TZVPD) of a 2-piece molecular cluster, C6H12ClO4S overall.

Geometry as ORCA input:
```
! RIJCOSX wB97M-V def2-TZVPD def2/J DEFGRID3
* xyz 1 1
C 1.027 1.011 0.187
C 1.050 -0.409 0.654
C 1.313 1.098 -1.313
C 0.101 -1.318 -0.256
C 0.187 0.371 -2.019
C -0.031 -1.011 -1.595
O -1.958 0.713 -0.570
O -3.124 -0.883 2.679
O -2.391 -0.957 3.814
O -2.465 -2.277 4.286
S -1.839 -0.570 0.169
Cl -2.915 -2.019 -0.654
H -0.070 1.277 0.401
H 1.643 1.761 0.660
H 2.058 -1.014 0.667
H 0.735 -0.434 1.658
H 1.377 2.066 -1.503
H 2.291 0.569 -1.608
H -0.005 -2.349 0.016
H -2.931 -2.219 5.211
H -0.772 0.749 -2.079
H 0.559 0.286 -3.064
H -0.402 -1.686 -2.296
H -3.988 -0.658 2.852
*
```

For the largest force on an atom, the calculation gives 5.2 eV/A. The calculation puts the molar mass at 215.678 g/mol. The calculated total energy comes out at -1394.5915 Ha. The highest occupied orbital energy comes out at -13.89 eV. The value obtained for the gap between HOMO and LUMO is 7.94 eV. The value obtained for the relative energy (zero: lowest compared OMol25 entry of this formula, charge and spin) is 60.5 kcal per mole.

Atom charges from the Löwdin analysis, given in e for atoms 1 to 5:
1 C -0.193
2 C -0.157
3 C -0.132
4 C -0.257
5 C -0.161

The following is a DFT calculation (ωB97M-V/def2-TZVPD) of C6H12EuN2OP as an isolated structure.

Geometry as ORCA input:
```
! RIJCOSX wB97M-V def2-TZVPD def2/J DEFGRID3
* xyz -1 8
C 0.489 -0.134 -3.105
C -0.753 -0.826 -3.048
C -0.544 -2.039 -2.322
C 0.825 -2.087 -1.949
C 1.488 -0.939 -2.469
Eu -0.190 -0.085 -0.570
P -0.628 2.654 -0.296
H 0.653 0.839 -3.531
H -1.705 -0.398 -3.331
H -1.329 -2.658 -1.912
H 2.522 -0.644 -2.300
H 1.270 -2.787 -1.268
H -1.594 2.726 0.788
H -1.185 3.352 -1.418
H 0.522 3.360 0.219
N 1.178 0.189 3.544
C 0.033 -0.110 2.916
N -1.164 -0.141 3.521
O 0.087 -0.314 1.662
H 1.322 0.212 4.543
H 1.957 0.260 2.914
H -1.937 -0.278 2.893
H -1.319 -0.153 4.518
*
```

For the largest force on an atom, the calculation gives 2.0 eV/A. As for the expectation value of S²: 15.769. The calculation puts the molar mass at 311.113 g/mol. The calculated total energy comes out at -1472.1539 Ha. The highest occupied orbital energy (spin up / spin down) comes out at 0.00 / 0.09 eV. The value obtained for the gap between HOMO and LUMO (spin up / spin down) is 3.05 / 3.00 eV. The value obtained for the relative energy (zero: lowest compared OMol25 entry of this formula, charge and spin) is 0.0 kcal per mole.

Atom charges from the Löwdin analysis, given in e for atoms 1 to 5:
1 C -0.293
2 C -0.276
3 C -0.272
4 C -0.283
5 C -0.262